Entry 1:
Density functional theory data (ωB97M-V/def2-TZVPD) for a 2-piece molecular cluster, C4H9O2 overall.

## Properties
energy = -308.34105 hartree
Kohn-Sham gap = 8.17 eV
net charge = -1
F_max = 0.97 eV Å⁻¹
LUMO level = 0.1564 Eh

Positions of all 15 atoms, in Å:
1 C -1.280 1.641 -1.670
2 H -0.232 1.435 -1.876
3 H -2.566 2.038 0.021
4 O 0.698 -1.622 -0.646
5 H -1.370 3.293 -0.226
6 C 0.736 -1.682 1.767
7 H 0.194 -2.626 1.660
8 H 0.172 -1.028 2.419
9 O 1.029 0.296 0.498
10 H -0.892 1.699 0.438
11 C -1.535 2.215 -0.282
12 H 1.739 -1.853 2.161
13 C 0.839 -0.935 0.379
14 H -1.834 0.716 -1.808
15 H -1.584 2.336 -2.462

Results of the natural (NBO) charge analysis, in e, for atoms 1 through 6:
1. C -0.60
2. H 0.23
3. H 0.18
4. O -0.78
5. H 0.18
6. C -0.75



Entry 2:
Density functional theory data (ωB97M-V/def2-TZVPD) for an isolated ion of composition C4H9O2 and charge -1.

## Properties
energy = -308.28608 hartree
Kohn-Sham gap = 7.59 eV
net charge = -1
F_max = 1.69 eV Å⁻¹
LUMO level = 0.1647 Eh
SMILES string = C[C@H]([O-])CCO

Positions of all 15 atoms, in Å:
1 H -1.013 -2.544 -0.535
2 O -1.272 -0.053 -1.085
3 H 0.585 -2.448 0.347
4 C -0.071 -2.013 -0.413
5 H 0.161 1.557 1.725
6 H 1.278 0.494 -0.900
7 H 0.368 -2.003 -1.416
8 C 0.253 1.694 0.636
9 H -0.892 -0.562 0.932
10 H 1.423 -0.004 0.814
11 C -0.455 -0.551 -0.110
12 O -0.946 2.172 0.028
13 H -1.169 1.396 -0.568
14 H 1.010 2.481 0.515
15 C 0.740 0.385 0.031

Results of the natural (NBO) charge analysis, in e, for atoms 1 through 6:
1. H 0.20
2. O -0.93
3. H 0.17
4. C -0.64
5. H 0.12
6. H 0.19



Entry 3:
Density functional theory data (ωB97M-V/def2-TZVPD) for a 2-piece molecular cluster, C4H9O2 overall.

## Properties
energy = -308.05475 hartree
Kohn-Sham gap = 7.01 eV
net charge = -1
F_max = 2.37 eV Å⁻¹
LUMO level = 0.1470 Eh

Positions of all 15 atoms, in Å:
1 C -0.182 0.405 -0.073
2 H 1.593 -0.640 -3.133
3 O -1.288 -0.572 -1.978
4 O 1.591 0.906 2.113
5 H -1.476 0.611 1.623
6 H 0.321 0.980 -0.838
7 H -0.486 -1.694 -0.427
8 H 1.800 0.166 0.961
9 H 1.187 -1.136 -2.760
10 H 0.381 -0.834 1.627
11 C -1.072 -0.764 -0.683
12 C 0.695 0.124 1.248
13 H -0.367 2.081 1.342
14 H -2.005 -0.724 -0.083
15 C -0.693 1.091 1.059

Results of the natural (NBO) charge analysis, in e, for atoms 1 through 6:
1. C -0.18
2. H -0.05
3. O -0.92
4. O -0.79
5. H 0.20
6. H 0.22



Entry 4:
Density functional theory data (ωB97M-V/def2-TZVPD) for a 2-piece molecular cluster, C4H9O2 overall.

## Properties
energy = -308.12781 hartree
Kohn-Sham gap (spin up / spin down) = 11.48 / 6.84 eV
F_max = 7.48 eV Å⁻¹
2S+1 = 2
LUMO level (spin up / spin down) = 0.0264 / -0.1350 Eh

Positions of all 15 atoms, in Å:
1 H -2.871 -0.672 -2.149
2 H -1.490 0.498 -2.566
3 H -1.351 -1.343 -2.858
4 C 2.014 0.182 1.431
5 O 0.089 1.112 2.297
6 H 1.632 -0.775 0.911
7 H -1.840 -1.355 -0.158
8 O 1.886 2.377 2.219
9 C -1.232 -0.568 -0.846
10 C -1.865 -0.549 -2.181
11 C 1.224 1.342 2.121
12 H -0.411 -1.078 -0.598
13 H -1.235 0.486 -0.506
14 H 2.688 0.546 0.629
15 H 2.763 -0.205 2.253

Results of the natural (NBO) charge analysis, in e, for atoms 1 through 6:
1. H 0.21
2. H 0.20
3. H 0.20
4. C -0.66
5. O -0.21
6. H 0.24



Entry 5:
Density functional theory data (ωB97M-V/def2-TZVPD) for a 2-piece molecular cluster, C4H9O2P overall.

## Properties
energy = -649.53762 hartree
Kohn-Sham gap = 8.75 eV
F_max = 4.47 eV Å⁻¹
LUMO level = 0.0130 Eh

Positions of all 16 atoms, in Å:
1 P 1.542 3.325 1.129
2 H 0.415 4.050 0.573
3 H -1.638 -2.229 0.696
4 H 2.074 3.557 -0.273
5 H 0.223 -1.678 -1.624
6 C -1.127 -1.297 0.998
7 H -0.054 -1.525 1.422
8 H 1.213 -0.895 -0.411
9 H -1.811 -0.712 1.713
10 H -1.508 0.270 -0.581
11 H 0.463 0.117 -1.868
12 C -0.743 -0.338 -0.144
13 O -0.539 1.252 2.342
14 C 0.353 -0.672 -1.034
15 C -0.046 1.113 1.276
16 O 0.819 1.811 0.623

Results of the natural (NBO) charge analysis, in e, for atoms 1 through 6:
1. P 0.60
2. H -0.04
3. H 0.21
4. H -0.03
5. H 0.21
6. C -0.65



Entry 6:
Density functional theory data (ωB97M-V/def2-TZVPD) for a 2-piece molecular cluster, C4H9O2S overall.

## Properties
energy = -706.41669 hartree
Kohn-Sham gap (spin up / spin down) = 2.93 / 7.69 eV
net charge = -2
F_max = 0.67 eV Å⁻¹
2S+1 = 2
LUMO level (spin up / spin down) = 0.2163 / 0.2203 Eh

Positions of all 16 atoms, in Å:
1 C 1.019 0.540 -2.109
2 H 0.662 -0.133 -2.895
3 H 1.886 1.111 -2.449
4 S 0.354 2.619 -0.371
5 H -0.380 2.111 -2.583
6 H 1.309 -0.058 -1.247
7 C -0.607 -1.921 2.515
8 C -0.099 1.503 -1.716
9 H -1.646 -2.049 2.814
10 H -0.229 -2.880 2.157
11 H -0.014 -1.574 3.360
12 C -0.480 -0.872 1.367
13 H 0.122 1.668 0.607
14 H -0.978 0.932 -1.411
15 O -0.383 0.318 1.755
16 O -0.538 -1.315 0.205

Results of the natural (NBO) charge analysis, in e, for atoms 1 through 6:
1. C -0.64
2. H 0.17
3. H 0.18
4. S -0.87
5. H 0.17
6. H 0.22



Entry 7:
Density functional theory data (ωB97M-V/def2-TZVPD) for a 2-piece molecular cluster, C4H9O3 overall.

## Properties
energy = -383.57603 hartree
Kohn-Sham gap = 8.41 eV
net charge = -1
F_max = 1.86 eV Å⁻¹
LUMO level = 0.1493 Eh

Positions of all 16 atoms, in Å:
1 H -2.168 -1.346 1.976
2 C 1.851 0.463 -1.824
3 H 2.240 0.517 -2.848
4 O -0.169 0.912 -0.685
5 H -1.695 -0.918 0.197
6 O -2.112 0.540 1.305
7 H 0.622 -0.984 1.015
8 C 0.385 0.940 -1.812
9 C -0.095 -0.776 1.811
10 H 0.072 0.188 2.281
11 H 2.540 1.121 -1.304
12 H -0.009 -1.627 2.494
13 H 1.948 -0.569 -1.475
14 O -0.071 1.322 -2.909
15 C -1.546 -0.773 1.274
16 H -1.793 0.991 0.504

Results of the natural (NBO) charge analysis, in e, for atoms 1 through 6:
1. H 0.14
2. C -0.74
3. H 0.19
4. O -0.83
5. H 0.20
6. O -0.78



Entry 8:
Density functional theory data (ωB97M-V/def2-TZVPD) for a 2-piece molecular cluster, C4H9O3 overall.

## Properties
energy = -383.60015 hartree
Kohn-Sham gap = 8.87 eV
net charge = -1
F_max = 0.94 eV Å⁻¹
LUMO level = 0.1589 Eh

Positions of all 16 atoms, in Å:
1 H -0.244 -0.740 -0.866
2 H -1.608 -2.787 0.573
3 H -1.245 -1.090 1.031
4 H 1.390 3.311 -0.409
5 O -0.483 -1.720 -0.753
6 H 0.062 3.285 -1.603
7 C 0.343 -2.482 1.403
8 H -0.014 -2.676 2.421
9 C 0.346 3.042 -0.581
10 H 0.669 -3.442 1.000
11 H -0.249 3.609 0.135
12 O 0.234 1.148 0.858
13 O 0.147 0.793 -1.353
14 C 0.228 1.541 -0.330
15 H 1.122 -1.726 1.440
16 C -0.845 -2.002 0.570

Results of the natural (NBO) charge analysis, in e, for atoms 1 through 6:
1. H 0.52
2. H 0.13
3. H 0.17
4. H 0.20
5. O -0.80
6. H 0.20



Entry 9:
Density functional theory data (ωB97M-V/def2-TZVPD) for an isolated ion of composition C4H9O3 and charge +1.

## Properties
energy = -383.19529 hartree
Kohn-Sham gap = 13.09 eV
net charge = +1
F_max = 3.08 eV Å⁻¹
LUMO level = -0.1255 Eh

Positions of all 16 atoms, in Å:
1 H 2.077 -1.388 0.710
2 H 1.954 -2.616 -0.773
3 O -1.813 -0.916 -0.272
4 H 0.709 2.331 0.605
5 H 2.141 -0.877 -0.983
6 H 1.953 0.905 0.225
7 C 0.968 1.258 0.812
8 C 1.683 -1.572 -0.317
9 C -0.556 -0.607 0.003
10 O 0.209 -1.619 -0.195
11 H 1.124 1.271 1.881
12 H -2.904 0.934 -0.072
13 H -3.661 -0.477 0.399
14 C -3.049 -0.087 -0.382
15 H -3.460 -0.120 -1.383
16 O -0.261 0.623 0.370

Results of the natural (NBO) charge analysis, in e, for atoms 1 through 6:
1. H 0.22
2. H 0.26
3. O -0.45
4. H 0.24
5. H 0.21
6. H 0.22



Entry 10:
Density functional theory data (ωB97M-V/def2-TZVPD) for C4H9O3Tl as an isolated structure.

## Properties
energy = -555.66505 hartree
Kohn-Sham gap (spin up / spin down) = 8.25 / 5.12 eV
net charge = +1
F_max = 1.85 eV Å⁻¹
2S+1 = 2
LUMO level (spin up / spin down) = -0.1688 / -0.2838 Eh

Positions of all 17 atoms, in Å:
1 C 0.032 -1.850 -0.121
2 O -2.108 -2.858 0.303
3 H -1.536 0.393 -0.719
4 O 1.399 3.136 2.026
5 C -0.502 0.430 -1.099
6 H 1.452 -0.328 -0.638
7 O -0.064 1.786 -1.095
8 H 1.781 2.580 2.733
9 Tl 1.847 2.827 -0.283
10 H -1.381 -1.456 1.551
11 C 0.434 -0.379 -0.220
12 H -0.037 -2.327 -1.109
13 C -1.249 -2.073 0.632
14 H -0.827 2.411 -1.078
15 H 0.807 -2.386 0.452
16 H -0.507 0.035 -2.126
17 H 0.460 0.060 0.791

Results of the Mulliken charge analysis, in e, for atoms 1 through 6:
1. C -0.59
2. O -0.44
3. H 0.36
4. O -0.40
5. C -0.14
6. H 0.32



Entry 11:
Density functional theory data (ωB97M-V/def2-TZVPD) for a 2-piece molecular cluster, C4H9OP overall.

## Properties
energy = -574.25926 hartree
Kohn-Sham gap (spin up / spin down) = 7.76 / 7.18 eV
F_max = 3.60 eV Å⁻¹
LUMO level (spin up / spin down) = -0.0354 / -0.0425 Eh

Positions of all 15 atoms, in Å:
1 H -2.181 -0.790 0.792
2 H -1.722 1.409 -1.470
3 C 0.488 -1.229 0.220
4 C 1.068 -0.251 1.012
5 P -1.764 0.476 0.671
6 H 0.863 -0.216 2.092
7 H 1.753 1.782 0.916
8 C -1.888 0.369 -1.191
9 H 0.083 -1.972 0.785
10 C 1.939 0.730 0.416
11 H 1.923 0.742 -0.715
12 H 2.906 0.523 0.758
13 O 0.528 -1.361 -1.006
14 H -1.030 -0.204 -1.735
15 H -2.966 -0.007 -1.542

Results of the natural (NBO) charge analysis, in e, for atoms 1 through 6:
1. H -0.08
2. H 0.22
3. C 0.23
4. C -0.13
5. P 0.45
6. H 0.22



Entry 12:
Density functional theory data (ωB97M-V/def2-TZVPD) for a 2-piece molecular cluster, C4H9OS overall.

## Properties
energy = -631.19114 hartree
Kohn-Sham gap = 6.42 eV
net charge = -1
F_max = 1.41 eV Å⁻¹
LUMO level = 0.1549 Eh

Positions of all 15 atoms, in Å:
1 H -1.447 -2.144 0.546
2 H 2.452 2.542 1.327
3 C -1.877 -1.348 -0.083
4 H 0.971 0.073 -1.300
5 H -1.193 -0.572 -2.041
6 H 2.894 0.996 0.636
7 H -1.738 0.355 0.874
8 H 1.023 -1.288 -0.104
9 H -2.766 -1.802 -0.534
10 O -2.436 -0.301 0.737
11 S 0.533 1.037 1.288
12 C 0.416 -0.595 -0.664
13 H 1.941 2.126 -0.328
14 C 2.101 1.745 0.682
15 C -0.876 -0.825 -1.036

Results of the natural (NBO) charge analysis, in e, for atoms 1 through 6:
1. H 0.14
2. H 0.19
3. C -0.09
4. H 0.18
5. H 0.18
6. H 0.17